No. 1
Density functional theory data (wB97M-V/def2-TZVPD) for a structure of composition C44H60ClF6N15O5PS at a distorted geometry.

```
133
Properties=species:S:1:pos:R:3:forces:R:3
O 0.252 6.363 -1.072 -2.74 -3.22 -0.27
P -0.852 5.268 -0.941 3.13 3.90 1.36
C -0.078 3.491 -0.884 0.40 -0.01 1.59
O 1.143 3.506 -1.640 -1.23 -2.54 1.11
C 1.639 2.104 -1.556 0.40 0.89 -0.74
C 0.500 1.236 -2.332 2.35 0.98 -3.34
C 1.136 -0.026 -3.077 1.53 -1.10 0.67
C 2.258 0.428 -4.208 -0.80 2.67 -3.90
O 1.800 1.097 -5.243 2.43 -3.44 5.80
C 3.837 0.062 -4.024 2.16 -0.25 0.38
C 4.908 1.274 -4.085 1.50 -4.29 0.76
C 6.463 0.883 -3.847 -3.40 -2.87 0.12
C 6.850 -0.649 -3.572 -3.09 0.55 -0.60
C 5.785 -1.858 -3.560 -1.83 4.51 -0.73
C 4.254 -1.471 -3.792 2.45 2.74 0.21
N -0.763 0.977 -1.480 1.67 0.91 0.82
C -0.401 0.315 -0.199 2.05 -0.93 2.86
C -1.371 -0.672 0.578 -0.45 -1.85 1.97
F -2.800 -0.443 0.572 2.53 0.09 -0.47
S -1.977 0.225 -2.484 -9.22 3.08 -6.75
O -1.913 0.659 -3.974 2.09 -1.74 5.21
O -3.432 0.600 -2.114 5.65 -1.71 0.69
C -1.982 -1.635 -2.577 -0.58 -4.93 1.72
F -3.088 -2.176 -1.756 3.44 2.08 -2.28
F -0.794 -2.322 -2.134 -2.93 2.17 -1.16
C -2.336 -2.209 -4.089 -1.06 -2.33 -1.76
F -1.230 -2.114 -5.019 -3.88 0.08 3.08
F -3.602 -1.696 -4.599 4.65 -1.40 1.58
F -2.571 -3.659 -3.876 0.90 4.61 -0.69
C -1.231 2.432 -1.245 -1.55 2.43 -0.96
Cl -2.438 2.637 0.136 1.34 -0.72 -1.97
H -1.907 5.363 -1.913 0.42 -0.64 0.30
H -1.447 5.459 0.379 0.05 -0.78 -1.30
H 0.201 3.337 0.252 -0.67 0.28 -1.94
H 2.666 2.140 -2.123 -2.19 -0.52 0.75
H 1.889 1.771 -0.483 -0.62 0.57 -1.50
H 0.142 1.967 -3.187 0.58 -1.51 1.66
H 0.427 -0.713 -3.674 0.88 1.32 1.10
H 1.728 -0.656 -2.277 -1.18 0.97 -1.59
H 4.600 2.385 -4.275 0.52 -2.43 0.37
H 7.277 1.718 -3.848 -1.87 -1.89 0.03
H 7.965 -0.921 -3.368 -2.29 0.61 -0.42
H 6.064 -2.963 -3.372 -0.35 2.22 -0.39
H 3.393 -2.266 -3.803 1.97 1.58 0.04
H -0.078 1.144 0.575 -0.96 -1.34 -1.89
H 0.606 -0.274 -0.376 -2.17 0.92 0.22
H -1.219 -1.810 0.314 -0.33 2.41 0.01
H -1.056 -0.626 1.715 -0.50 0.12 -2.33
H -1.706 2.751 -2.274 0.64 -0.71 2.08
C -6.870 -1.922 -5.382 -0.96 -0.24 -0.50
C -8.192 -2.252 -6.032 -4.67 -1.16 -2.29
N -9.255 -2.517 -6.554 6.01 1.50 2.96
H -7.039 -1.491 -4.393 -0.06 -0.08 -0.14
H -6.271 -2.829 -5.278 -0.15 0.08 -0.05
H -6.323 -1.202 -5.996 -0.14 -0.10 0.02
C 10.882 0.852 -3.995 -0.78 0.71 0.27
C 9.794 1.837 -3.641 -3.66 3.51 1.26
N 8.919 2.629 -3.357 5.24 -4.33 -1.57
H 10.518 0.151 -4.749 -0.04 0.15 0.09
H 11.750 1.383 -4.392 -0.18 0.01 0.07
H 11.182 0.294 -3.105 -0.11 0.13 -0.07
C -4.879 5.286 2.629 1.21 -0.42 -0.09
C -3.451 4.865 2.384 4.68 -1.26 -0.77
N -2.301 4.524 2.188 -6.36 1.98 1.50
H -4.925 6.363 2.798 0.22 -0.27 -0.08
H -5.496 5.035 1.763 0.18 0.03 0.03
H -5.273 4.768 3.509 0.27 0.12 -0.34
C 5.845 -3.152 0.355 -4.44 0.78 -5.27
C 5.561 -1.711 0.012 -1.18 4.75 -1.34
N 5.332 -0.549 -0.263 1.15 -6.31 1.62
H 5.186 -3.809 -0.226 -0.45 0.36 -0.64
H 6.879 -3.391 0.120 -1.07 0.01 -1.17
H 5.664 -3.321 1.414 -2.44 -0.08 -1.58
C -7.489 8.888 1.901 1.02 -0.29 -0.17
C -6.061 8.466 1.655 4.98 -1.36 -0.92
N -4.912 8.126 1.458 -6.48 2.03 1.01
H -7.534 9.967 2.070 0.11 -0.15 -0.04
H -8.105 8.638 1.035 0.17 0.00 0.08
H -7.884 8.373 2.780 0.14 0.02 -0.10
C -5.914 1.545 5.516 -0.26 1.16 -0.25
C -6.201 2.991 5.190 -1.10 4.97 -1.13
N -6.432 4.154 4.926 1.09 -6.68 1.80
H -6.576 0.896 4.938 0.01 0.19 0.02
H -4.877 1.307 5.270 -0.15 0.15 0.08
H -6.078 1.364 6.580 0.07 0.11 -0.17
C -0.611 -5.328 -6.626 1.04 -0.23 0.22
C 0.829 -5.619 -6.278 5.06 -1.02 1.23
N 1.986 -5.854 -5.997 -6.52 1.36 -1.52
H -0.669 -4.870 -7.616 0.10 -0.08 0.13
H -1.188 -6.255 -6.628 0.16 0.09 0.01
H -1.040 -4.643 -5.892 0.14 -0.12 -0.07
C 8.907 -6.557 0.817 0.05 0.77 -0.76
C 8.951 -5.473 -0.232 0.15 3.82 -3.67
N 8.985 -4.601 -1.076 -0.24 -4.87 4.74
H 9.922 -6.826 1.117 -0.11 0.10 -0.11
H 8.358 -6.204 1.694 0.05 0.06 -0.18
H 8.408 -7.442 0.417 0.07 0.17 -0.03
C -4.981 -2.645 5.245 0.16 0.75 0.72
C -4.758 -1.563 6.274 0.81 3.71 3.61
N -4.578 -0.693 7.101 -0.94 -4.96 -4.63
H -5.797 -2.361 4.577 0.08 0.04 0.15
H -4.072 -2.791 4.656 -0.04 0.12 0.15
H -5.238 -3.583 5.742 0.02 0.18 0.03
C 8.180 -2.792 4.291 -0.70 -0.11 -0.85
C 7.555 -3.005 2.933 -1.89 -0.58 -4.03
N 7.047 -3.178 1.830 11.04 1.25 13.68
H 8.680 -1.821 4.321 -0.10 -0.12 -0.13
H 7.410 -2.821 5.065 0.07 0.01 -0.12
H 8.914 -3.576 4.489 -0.12 0.07 -0.15
C -1.774 -4.651 1.802 0.17 0.78 0.72
C -1.554 -3.558 2.820 0.76 3.77 3.55
N -1.377 -2.679 3.639 -1.04 -4.81 -4.62
H -2.583 -4.369 1.123 0.07 0.03 0.15
H -0.861 -4.809 1.223 -0.07 0.05 0.15
H -2.042 -5.582 2.307 0.06 0.17 0.00
C -6.950 0.884 -1.342 -0.44 -0.18 0.98
C -7.571 0.669 0.017 -2.19 -0.76 4.78
N -8.071 0.495 1.110 2.87 0.97 -6.11
H -6.810 1.952 -1.522 -0.06 -0.14 0.09
H -5.979 0.385 -1.389 -0.12 0.06 0.10
H -7.600 0.474 -2.118 0.00 0.06 0.18
C -1.349 -2.063 7.756 1.06 -0.18 0.26
C 0.094 -2.360 8.089 5.08 -1.06 1.16
N 1.253 -2.599 8.356 -6.51 1.33 -1.53
H -1.414 -1.592 6.772 0.09 -0.07 0.13
H -1.927 -2.990 7.746 0.15 0.09 0.04
H -1.772 -1.388 8.503 0.11 -0.10 -0.09
C -0.478 4.998 5.166 1.07 -0.17 0.25
C 0.961 4.700 5.513 5.05 -1.04 1.24
N 2.118 4.461 5.792 -6.50 1.31 -1.60
H -0.534 5.462 4.179 0.07 -0.10 0.13
H -1.057 4.072 5.158 0.15 0.10 0.00
H -0.906 5.679 5.905 0.15 -0.10 -0.05
```
Forces are in eV/Å.

## Properties
spin multiplicity	1
charge	+1
orbital gap	5.549	eV



No. 2
Density functional theory data (wB97M-V/def2-TZVPD) for a cluster of 9 separate species, C44H60N4O18 in total at a distorted geometry.

```
126
Properties=species:S:1:pos:R:3:forces:R:3
O 4.126 -3.401 2.344 0.05 0.09 0.12
N 3.838 -2.962 1.252 -0.15 1.32 -0.24
O 3.772 -1.767 0.966 0.11 -0.95 0.31
C 3.534 -3.914 0.189 -0.82 -0.23 -0.27
C 3.125 -3.462 -1.065 0.27 -0.20 0.47
C 2.905 -4.385 -2.048 0.20 -1.02 -0.30
C 3.047 -5.758 -1.846 -0.64 -0.02 1.09
C 3.276 -6.190 -0.534 0.68 1.12 0.60
C 3.504 -5.250 0.518 -0.03 -0.63 -1.34
H 2.918 -2.445 -1.290 0.32 0.81 0.08
H 2.609 -4.081 -3.020 -0.17 0.55 -0.65
H 2.773 -6.440 -2.662 0.50 0.15 0.47
H 3.414 -7.215 -0.272 -0.32 -0.64 -0.08
H 3.635 -5.507 1.560 0.25 -0.35 -0.19
O -1.434 -1.545 0.191 0.09 0.41 0.13
N -2.162 -2.234 0.872 -0.27 0.85 0.25
O -2.523 -3.341 0.554 -0.24 -0.67 0.15
C -2.669 -1.688 2.172 0.94 -0.20 0.04
C -3.044 -2.628 3.110 -0.37 1.60 0.45
C -3.495 -2.168 4.335 0.51 0.22 -0.68
C -3.544 -0.817 4.600 -0.07 -0.27 0.40
C -3.198 0.124 3.651 0.78 -0.01 -0.55
C -2.622 -0.326 2.429 -1.92 -0.19 0.64
H -2.963 -3.629 2.864 -0.01 -1.88 -0.33
H -3.793 -2.806 5.119 -0.19 -1.00 0.57
H -3.838 -0.569 5.615 -0.19 0.52 -0.26
H -3.377 1.158 3.944 0.47 -0.09 -0.65
H -2.434 0.283 1.575 0.44 0.74 -0.13
O -3.928 5.425 4.246 1.10 -0.84 -0.11
N -3.007 4.609 4.204 -2.12 -0.93 -0.08
O -3.204 3.367 4.160 0.73 2.45 0.07
C -1.642 5.123 4.219 0.59 -1.77 0.59
C -1.376 6.465 4.036 -0.72 0.43 -1.03
C -0.067 6.896 4.001 0.34 -0.26 1.08
C 0.952 5.991 4.285 -1.13 0.92 -0.11
C 0.639 4.690 4.529 0.22 -1.79 -0.35
C -0.637 4.171 4.487 -0.84 0.93 -0.39
H -2.175 7.158 3.762 0.11 -0.33 0.41
H 0.159 7.943 3.956 -0.01 0.33 -0.44
H 1.950 6.320 4.359 1.05 0.31 -0.08
H 1.406 3.958 4.614 0.76 -0.31 0.44
H -0.827 3.094 4.613 -0.02 0.81 -0.03
O 0.233 0.353 5.546 -0.05 -0.51 -0.83
N 0.623 0.169 4.394 0.08 -0.58 1.37
O 1.094 1.042 3.716 0.09 0.50 -0.77
C 0.608 -1.224 3.842 -0.38 0.93 1.01
C 0.335 -2.279 4.675 0.19 -0.57 0.22
C 0.402 -3.550 4.108 -0.39 0.88 -0.12
C 0.645 -3.785 2.763 -0.06 1.94 0.11
C 0.807 -2.675 1.943 0.95 0.36 0.48
C 0.848 -1.399 2.525 0.02 0.21 -2.42
H 0.137 -2.103 5.732 -0.03 -0.18 -0.34
H 0.147 -4.358 4.708 -0.13 -1.43 1.16
H 0.722 -4.758 2.367 -0.08 -1.08 -0.33
H 1.094 -2.766 0.900 -0.40 -0.05 0.04
H 1.025 -0.534 1.873 0.04 -0.38 0.40
C -5.410 -2.861 -1.536 1.74 0.07 -1.98
C -5.790 -1.746 -0.644 1.45 1.19 0.93
O -4.693 -0.694 -0.419 -1.18 -1.48 -0.58
C -4.655 0.354 -1.212 0.62 1.92 -1.18
C -3.518 1.331 -0.856 -1.32 0.84 -0.58
O -5.392 0.629 -2.144 0.10 -1.06 0.91
H -6.124 -3.643 -1.496 -0.97 -0.68 0.22
H -4.477 -3.292 -1.218 0.48 -0.25 0.37
H -5.234 -2.674 -2.634 -0.52 0.46 1.10
H -6.705 -1.282 -0.942 -0.42 0.66 -0.01
H -5.798 -2.091 0.381 -0.63 -0.27 0.15
H -2.576 0.881 -0.700 1.04 -0.86 0.15
H -3.779 1.855 0.076 -0.03 -0.02 -0.31
H -3.426 2.059 -1.700 -0.19 -0.55 0.84
C 3.640 2.210 -3.256 0.59 0.31 -0.37
C 3.747 1.286 -4.439 -0.09 -0.23 -0.43
O 4.768 0.272 -4.301 -0.07 -0.14 0.37
C 4.459 -0.838 -3.604 0.25 0.63 -1.21
C 5.579 -1.792 -3.529 2.18 -0.45 -0.40
O 3.389 -1.069 -3.121 -1.05 0.16 0.29
H 3.299 1.679 -2.391 -0.79 0.13 0.55
H 3.067 3.117 -3.563 0.21 -0.82 0.68
H 4.649 2.536 -2.954 -0.25 0.11 -0.42
H 2.840 0.805 -4.813 -0.25 -0.03 0.70
H 4.053 1.881 -5.270 0.67 0.30 -0.75
H 6.579 -1.371 -3.868 -1.43 -0.46 0.19
H 5.382 -2.762 -4.048 -0.04 0.91 0.38
H 5.682 -1.988 -2.471 0.12 -0.41 0.35
C 0.388 3.980 -2.086 1.79 0.11 0.94
C 0.503 5.480 -1.829 -0.81 -0.10 0.43
O 1.399 5.732 -0.720 0.56 0.06 -0.02
C 2.710 5.399 -0.866 -1.05 0.77 1.45
C 3.509 5.640 0.401 0.00 -0.14 -0.97
O 3.153 5.002 -1.889 0.86 -0.41 -1.37
H 1.370 3.595 -1.694 -1.07 -0.24 -0.99
H 0.242 3.761 -3.122 0.21 -0.18 -0.71
H -0.374 3.457 -1.548 -0.69 0.07 0.45
H 0.760 6.007 -2.769 0.18 -0.02 0.82
H -0.415 5.876 -1.374 0.06 0.07 -0.72
H 3.981 6.614 0.294 0.39 -0.08 -0.06
H 4.216 4.824 0.503 0.31 0.17 -0.08
H 2.918 5.688 1.279 -0.84 -0.04 0.69
C -0.295 -4.369 -3.327 -0.18 -0.09 0.04
C -1.548 -4.059 -2.523 -0.28 -1.05 2.32
O -1.985 -2.732 -2.831 0.07 0.02 -0.33
C -2.656 -2.656 -3.991 -0.46 1.08 0.42
C -3.053 -1.278 -4.350 2.21 1.18 0.62
O -2.972 -3.600 -4.635 -0.28 -1.79 -1.08
H 0.513 -3.705 -2.993 -0.36 0.12 -0.42
H -0.673 -4.139 -4.339 1.11 -0.45 0.03
H 0.130 -5.402 -3.220 -0.87 0.75 -0.20
H -2.389 -4.790 -2.723 1.01 0.82 0.19
H -1.376 -3.992 -1.401 -0.14 -0.36 -1.47
H -3.390 -0.807 -3.440 -0.93 0.28 0.02
H -3.668 -1.226 -5.229 -0.41 0.02 0.03
H -2.103 -0.695 -4.498 -0.71 -0.52 -0.33
C -0.125 0.146 -2.794 -1.18 -0.03 1.25
C 0.844 0.098 -1.617 0.09 1.42 -1.67
O 0.260 0.977 -0.659 -1.76 -0.73 0.13
C 0.949 1.734 0.153 3.41 0.00 -0.95
C 0.070 2.455 1.098 0.51 -0.30 1.00
O 2.177 1.818 0.036 -1.68 0.29 0.83
H -1.154 -0.091 -2.444 0.74 -0.58 -0.07
H 0.159 -0.500 -3.604 0.16 -0.17 -0.37
H -0.294 1.161 -3.081 0.54 0.86 -0.73
H 0.830 -0.897 -1.244 0.48 -0.79 0.69
H 1.836 0.483 -1.925 -0.59 -0.67 0.50
H -0.413 3.263 0.571 -0.47 0.14 -0.05
H 0.685 2.869 1.901 -0.19 -0.05 -0.13
H -0.622 1.705 1.511 -0.09 0.59 -0.10
```
Forces are in eV/Å.

## Properties
spin multiplicity	1
orbital gap	9.022	eV